[1]
{
  "formula": "C67H75N5O2P2SiW",
  "method": "wB97M-V/def2-TZVPD",
  "species": ["W", "C", "C", "C", "C", "C", "C", "C", "N", "C", "C", "C", "C", "C", "C", "O", "C", "C", "C", "C", "C", "C", "C", "C", "C", "O", "C", "C", "C", "C", "C", "C", "H", "H", "H", "H", "H", "H", "H", "H", "H", "H", "H", "H", "H", "H", "H", "H", "H", "H", "H", "H", "H", "H", "H", "H", "H", "H", "H", "H", "H", "H", "H", "H", "H", "H", "H", "H", "H", "H", "H", "H", "C", "Si", "C", "C", "C", "C", "C", "C", "P", "C", "C", "C", "C", "C", "C", "C", "C", "C", "C", "C", "C", "C", "C", "C", "C", "C", "C", "P", "C", "C", "C", "C", "C", "C", "C", "C", "C", "C", "C", "C", "H", "H", "H", "H", "H", "H", "H", "H", "H", "H", "H", "H", "H", "H", "H", "H", "H", "H", "H", "H", "H", "H", "H", "H", "H", "H", "H", "H", "H", "H", "H", "N", "C", "N", "N", "C", "N", "H", "H", "H", "H"],
  "coordinates": [[-0.18049, 0.04165, 0.20342], [3.34866, -0.23724, 6.82609], [2.61036, -1.40362, 6.15333], [1.32219, -1.66907, 6.93268], [3.48215, -2.66689, 6.20830], [2.33635, -1.04212, 4.69637], [1.05967, -1.02098, 4.17561], [0.87155, -0.62809, 2.84682], [-0.30486, -0.62822, 2.13173], [-1.59554, -0.07354, 2.47981], [-2.00355, 0.21401, 3.93934], [-3.41308, -0.15908, 4.24000], [-4.31139, -0.18130, 3.18620], [-4.00365, -0.33683, 1.83774], [-2.59238, -0.80388, 1.54691], [-2.03146, -0.40084, 0.29480], [-5.13138, -0.23013, 0.80966], [-5.48078, 1.26270, 0.67530], [-6.39165, -0.97662, 1.28910], [-4.79192, -0.78272, -0.57922], [-3.80620, -0.35419, 5.69123], [-2.95246, -1.49381, 6.27969], [-5.28116, -0.72812, 5.83878], [-3.53860, 0.93096, 6.49025], [1.98184, -0.32766, 2.03902], [1.63958, 0.00959, 0.77999], [3.30342, -0.40226, 2.51681], [3.42570, -0.74285, 3.85010], [4.50757, -0.12593, 1.61892], [5.82595, -0.42423, 2.33470], [4.48622, 1.35155, 1.21781], [4.45463, -0.98413, 0.34635], [3.54684, -0.47620, 7.87202], [2.74583, 0.67323, 6.79427], [4.30484, -0.02798, 6.34583], [1.56457, -1.86994, 7.97647], [0.78376, -2.53862, 6.54801], [0.65272, -0.80474, 6.91161], [3.65751, -2.95506, 7.24598], [4.45438, -2.51075, 5.73920], [2.98914, -3.50084, 5.70394], [0.21870, -1.35089, 4.76402], [-1.30103, -0.13440, 4.68762], [-5.36336, -0.14252, 3.43701], [-5.76452, 1.68263, 1.64191], [-6.31836, 1.39593, -0.01355], [-4.63089, 1.82912, 0.29195], [-6.88050, -0.48509, 2.12967], [-6.16210, -2.00551, 1.57435], [-7.11787, -1.01330, 0.47574], [-3.86703, -0.38000, -0.98137], [-5.60107, -0.51874, -1.26305], [-4.72935, -1.87357, -0.57941], [-2.97959, -2.37902, 5.64021], [-3.33671, -1.77214, 7.26200], [-1.90941, -1.19945, 6.41518], [-5.52685, -1.62882, 5.27161], [-5.94064, 0.07727, 5.51019], [-5.50523, -0.92338, 6.88760], [-2.48815, 1.22709, 6.43390], [-3.77297, 0.77264, 7.54427], [-4.15376, 1.75698, 6.12761], [4.41782, -0.80908, 4.27070], [5.97823, 0.22316, 3.20032], [6.65061, -0.24351, 1.64469], [5.88807, -1.46495, 2.66043], [4.52376, 2.00155, 2.09630], [3.59239, 1.58932, 0.64481], [5.35369, 1.58334, 0.59597], [4.44738, -2.04632, 0.58530], [5.34150, -0.78022, -0.25648], [3.57770, -0.75806, -0.26014], [1.35905, 0.68074, -3.50636], [0.26843, -0.18418, -2.26442], [-1.33875, 0.91431, -2.10746], [-2.38619, 0.62303, -2.99530], [-3.49496, 1.44454, -3.08112], [-3.64498, 2.52892, -2.21801], [-2.67028, 2.79996, -1.27991], [-1.51933, 2.00612, -1.22869], [-0.06661, 2.49384, -0.25212], [-0.38700, 2.03816, 1.52654], [-1.65864, 1.51769, 2.15543], [-1.85671, 1.76803, 3.67596], [-0.66965, 2.31561, 4.37414], [0.52534, 2.46282, 3.78157], [0.66858, 2.32398, 2.35353], [-0.05465, 4.29221, -0.42294], [0.19190, 4.81908, -1.68745], [0.15363, 6.19067, -1.86972], [-0.13365, 7.02787, -0.79584], [-0.37906, 6.49376, 0.46110], [-0.33321, 5.11857, 0.65614], [-0.33839, -1.88343, -2.78933], [-0.55799, -2.24810, -4.11854], [-1.11615, -3.47991, -4.43290], [-1.45776, -4.37215, -3.42421], [-1.21356, -4.04706, -2.09812], [-0.64935, -2.81452, -1.78733], [-0.13138, -2.41596, -0.09800], [-1.27741, -3.08128, 1.12514], [-0.97352, -4.29544, 1.69292], [-1.75772, -4.89306, 2.68597], [-2.92354, -4.23524, 3.13666], [-3.31285, -3.06313, 2.58904], [-2.58345, -2.38435, 1.46969], [1.45302, -3.25628, 0.14754], [1.96870, -3.44742, 1.43320], [3.13074, -4.17852, 1.61281], [3.80074, -4.70624, 0.51643], [3.31458, -4.48763, -0.76368], [2.14173, -3.76967, -0.95083], [0.74026, 0.92398, -4.37342], [2.19269, 0.06066, -3.83710], [1.76383, 1.60579, -3.09464], [-2.31142, -0.22772, -3.66150], [-4.25406, 1.24328, -3.82610], [-4.52335, 3.15742, -2.28598], [-2.77836, 3.64219, -0.60661], [-2.53460, 1.76922, 1.55818], [-2.76716, 2.30602, 3.93709], [-0.77811, 2.55278, 5.42731], [1.39114, 2.78002, 4.34753], [1.62380, 2.59285, 1.90858], [0.41430, 4.16719, -2.52382], [0.34306, 6.60801, -2.84958], [-0.17613, 8.09901, -0.94557], [-0.61539, 7.14344, 1.29356], [-0.52209, 4.70350, 1.63704], [-0.30174, -1.56506, -4.92105], [-1.28864, -3.74518, -5.46763], [-1.89740, -5.32867, -3.67347], [-1.44774, -4.75518, -1.31158], [-0.08456, -4.82278, 1.37596], [-1.46707, -5.84939, 3.09640], [-3.52963, -4.68776, 3.91132], [-4.24099, -2.61557, 2.90903], [-3.22376, -2.51713, 0.57867], [1.44568, -3.06668, 2.30043], [3.51072, -4.33817, 2.61372], [4.70320, -5.28559, 0.66039], [3.83631, -4.89149, -1.62082], [1.75768, -3.63448, -1.95380], [5.47453, 6.98940, 1.72729], [4.45643, 6.32739, 1.16242], [3.40827, 7.04082, 0.70585], [4.53886, 5.01194, 1.11436], [3.53777, 4.35929, 0.56711], [2.69848, 3.70376, 0.10303], [5.51503, 7.99064, 1.76889], [6.26113, 6.45333, 2.04921], [3.45478, 8.04201, 0.63834], [2.68780, 6.57343, 0.17862]],
  "s_squared": 2.070,
  "e_lumo_ha": [-0.2194, -0.2193],
  "charge": 2,
  "multiplicity": 3
}

[2]
{
  "formula": "C2H7NO",
  "method": "wB97M-V/def2-TZVPD",
  "species": ["C", "C", "N", "H", "H", "H", "H", "H", "O", "H", "H"],
  "coordinates": [[1.14920, 1.08692, 0.95138], [1.20551, -0.30311, 1.14691], [1.91552, -1.40443, 0.55117], [1.50607, 1.53216, 0.05650], [0.34067, 1.73150, 1.50627], [0.54432, -0.63717, 1.89126], [2.59170, -1.21593, -0.15876], [1.95974, -2.30054, 0.96928], [-3.66915, 0.87154, -2.28332], [-3.82199, 0.30704, -1.51245], [-3.72158, 0.33202, -3.11824]],
  "e_lumo_ha": 0.0345,
  "charge": 0,
  "smiles": "C=CN.O"
}

Sequential energy above the lowest of the compared OMol25 structures with the same formula, charge and spin output: 0.0 152.1 kJ/mol
Sequential calculated total energy output: -110509.602 -5723.665 eV